No. 1
# C40H54BClIN9OSTi

A molecular structure, C40H54BClIN9OSTi in a non-equilibrium geometry (wB97M-V/def2-TZVPD, OMol25).

Summary:
total energy	-113059.636	eV
energy above the lowest of the compared OMol25 structures with the same formula, charge and spin	0.674	eV
F_max	1.2	eV Å⁻¹
HOMO-LUMO gap	6.56	eV
molecular weight	930.0	g mol⁻¹

```
! RIJCOSX wB97M-V def2-TZVPD def2/J DEFGRID3
* xyz 2 1
Ti 0.30 -0.52 0.82
C -4.06 -2.62 0.37
C -3.37 -1.58 1.25
C -4.35 -1.13 2.35
C -2.93 -0.40 0.43
C -3.76 0.43 -0.29
C -2.95 1.42 -0.85
C -3.49 2.57 -1.65
C -3.44 3.86 -0.82
C -2.91 2.74 -3.05
N -1.68 1.17 -0.47
N -1.65 0.04 0.33
B -0.36 1.87 -0.92
N 0.45 2.31 0.35
N 0.74 1.36 1.31
C 1.53 1.96 2.25
C 1.71 3.28 1.89
C 1.04 3.46 0.67
C 1.16 4.72 -0.14
C 2.06 4.48 -1.35
C -0.14 5.41 -0.53
C 2.13 1.27 3.43
C 3.60 0.93 3.12
C 2.02 2.13 4.69
N 0.50 0.85 -1.72
N 0.90 -0.33 -1.11
C 1.75 -0.96 -1.97
C 1.87 -0.19 -3.11
C 1.07 0.94 -2.92
C 0.83 2.02 -3.93
C 2.15 2.54 -4.50
C -0.05 1.46 -5.06
C 2.39 -2.29 -1.72
C 1.70 -3.35 -2.60
C 3.88 -2.22 -2.03
H -4.28 -3.52 0.94
H -3.43 -2.88 -0.48
H -5.00 -2.23 -0.01
H -2.49 -2.04 1.70
H -5.25 -0.71 1.89
H -3.94 -0.35 3.00
H -4.64 -1.98 2.96
H -4.82 0.36 -0.40
H -4.54 2.32 -1.78
H -2.42 4.11 -0.54
H -4.03 3.76 0.09
H -3.85 4.69 -1.40
H -1.92 3.21 -3.05
H -3.57 3.38 -3.64
H -2.83 1.78 -3.57
H -0.60 2.82 -1.57
H 2.27 4.03 2.42
H 1.69 5.40 0.53
H 1.57 3.81 -2.06
H 3.01 4.05 -1.07
H 2.25 5.42 -1.87
H -0.65 4.90 -1.35
H 0.09 6.42 -0.88
H -0.83 5.50 0.31
H 1.59 0.35 3.61
H 3.69 0.34 2.20
H 4.18 1.84 3.00
H 4.03 0.35 3.94
H 2.59 3.05 4.59
H 2.44 1.58 5.54
H 0.99 2.38 4.92
H 2.46 -0.42 -3.98
H 0.29 2.84 -3.45
H 2.66 1.76 -5.07
H 2.83 2.89 -3.72
H 1.96 3.37 -5.18
H 0.47 0.66 -5.59
H -0.29 2.25 -5.77
H -0.99 1.05 -4.67
H 2.25 -2.56 -0.68
H 1.91 -3.16 -3.65
H 0.62 -3.34 -2.46
H 2.08 -4.34 -2.35
H 4.05 -2.01 -3.09
H 4.35 -3.18 -1.81
H 4.38 -1.45 -1.44
Cl 2.19 -3.92 6.56
C 2.12 -3.19 5.00
C 3.19 -3.28 4.15
C 3.17 -2.68 2.87
I 4.83 -2.80 1.65
C 2.04 -2.03 2.46
O 1.86 -1.36 1.30
C 0.94 -1.93 3.33
N -0.10 -1.18 2.84
C -1.11 -0.93 3.65
C -1.20 -1.44 4.94
C -0.18 -2.23 5.42
C 0.95 -2.48 4.62
H 4.07 -3.81 4.47
H -1.89 -0.29 3.25
H -2.06 -1.21 5.55
H -0.22 -2.64 6.43
S -0.27 -3.34 0.67
C -1.04 -4.18 -0.58
N -1.12 -5.54 -0.46
C -1.68 -6.34 -1.38
C -2.21 -5.78 -2.50
C -2.12 -4.38 -2.59
N -1.56 -3.61 -1.68
H -0.71 -5.94 0.38
H -1.68 -7.40 -1.17
H -2.68 -6.37 -3.27
H -2.52 -3.87 -3.46
*
```


No. 2
# C40H54I3LuN6P2S

A molecular structure, C40H54I3LuN6P2S in a non-equilibrium geometry (wB97M-V/def2-TZVPD, OMol25).

Summary:
total energy	-138622.325	eV
energy above the lowest of the compared OMol25 structures with the same formula, charge and spin	1.059	eV
F_max	4.3	eV Å⁻¹
HOMO-LUMO gap	6.12	eV
molecular weight	1268.6	g mol⁻¹

```
! RIJCOSX wB97M-V def2-TZVPD def2/J DEFGRID3
* xyz 2 1
Lu -1.21 0.33 -1.29
I -3.21 2.16 -0.13
C -3.38 1.48 1.90
C -3.65 2.59 2.66
C -3.54 2.58 4.08
C -2.99 1.44 4.67
C -2.66 0.33 3.90
C -1.95 -0.77 4.47
C -1.52 -1.82 3.73
C -1.78 -1.86 2.36
C -2.59 -0.93 1.77
P -3.14 -1.34 0.01
C -2.79 -3.08 -0.15
C -1.55 -3.40 -0.59
C -1.15 -4.70 -0.79
C -2.10 -5.70 -0.70
C -3.43 -5.37 -0.38
C -3.78 -4.05 -0.03
C -4.93 -1.20 -0.20
C -5.87 -1.41 0.80
C -7.20 -1.53 0.51
C -7.56 -1.22 -0.85
C -6.63 -1.14 -1.82
C -5.30 -0.97 -1.54
C -2.99 0.25 2.50
H -3.94 3.54 2.28
H -3.86 3.42 4.61
H -2.94 1.48 5.77
H -1.68 -0.77 5.47
H -1.03 -2.66 4.16
H -1.41 -2.68 1.81
H -0.83 -2.64 -0.78
H -0.11 -4.92 -1.00
H -1.86 -6.78 -0.95
H -4.22 -6.10 -0.27
H -4.80 -3.82 0.36
H -5.43 -1.55 1.78
H -7.91 -1.69 1.32
H -8.57 -1.32 -1.00
H -6.90 -1.00 -2.86
H -4.55 -0.83 -2.35
I -1.52 -2.01 -4.02
I 0.69 -3.53 -3.84
C 2.21 -0.22 -4.28
N 1.22 0.60 -3.59
C 0.26 1.23 -4.20
S -1.12 1.90 -3.35
N 0.36 1.43 -5.49
C -0.40 2.47 -6.24
H 2.48 -1.06 -3.65
H 3.07 0.36 -4.47
H 1.72 -0.57 -5.20
H 1.06 0.44 -2.55
H 1.21 1.11 -5.93
H -1.44 2.17 -6.13
H -0.07 2.42 -7.29
H -0.16 3.44 -5.83
N 0.65 0.20 -0.76
P 1.95 0.61 0.05
N 2.99 -0.66 0.36
C 3.48 -1.49 -0.73
C 4.26 -2.64 -0.13
C 3.47 -3.58 0.72
C 2.49 -2.79 1.59
C 2.87 -1.32 1.67
N 1.64 1.31 1.48
C 0.30 1.41 2.08
C -0.02 2.70 2.82
C 1.04 2.94 3.98
C 2.32 2.08 3.76
C 2.63 2.05 2.22
N 2.93 1.62 -0.80
C 2.24 2.94 -1.28
C 3.06 3.66 -2.35
C 4.54 3.94 -1.90
C 4.95 3.02 -0.75
C 4.37 1.61 -0.96
H 4.13 -0.93 -1.35
H 2.66 -1.88 -1.37
H 5.07 -2.23 0.49
H 4.77 -3.17 -0.91
H 4.18 -4.19 1.26
H 2.89 -4.23 0.00
H 2.41 -3.29 2.63
H 1.48 -2.90 1.20
H 3.79 -1.19 2.24
H 2.13 -0.74 2.18
H 0.10 0.60 2.79
H -0.45 1.21 1.28
H -1.05 2.62 3.06
H 0.14 3.54 2.16
H 0.61 2.88 4.98
H 1.38 4.01 3.97
H 2.16 1.06 4.04
H 3.21 2.43 4.27
H 3.62 1.65 1.93
H 2.76 3.12 1.95
H 2.28 3.62 -0.39
H 1.22 2.67 -1.53
H 2.54 4.60 -2.46
H 2.93 3.24 -3.37
H 4.71 4.97 -1.69
H 5.22 3.77 -2.79
H 4.77 3.48 0.23
H 6.05 2.91 -0.83
H 4.80 0.97 -0.22
H 4.71 1.23 -1.95
*
```